Molecular formula: C11H28NO16S4
Method: DFT, ωB97M-V/def2-TZVPD

The charge is 0. For the maximum force, the calculation gives 4.47 eV/Å. The value obtained for the HOMO energy (spin up / spin down) is -11.14 / -11.14 eV. The HOMO-LUMO gap (spin up / spin down) comes out at 10.27 / 6.07 eV. Its total energy is -89440.654 eV. As for the spin multiplicity: 2.

Each line ends with the natural charge from an NBO analysis.
Element x y z (Å)
N (0.3447, 1.3086, 0.4367)  0.6971
O (0.6268, 2.4058, 0.9141)  -0.1834
O (0.2154, 0.4061, 1.2348)  -0.1971
O (0.2743, 1.0788, -0.7292)  -0.3137
C (2.2411, -1.2890, -4.1647)  -0.1162
C (2.1355, -0.7721, -2.7637)  -0.0958
O (3.4652, -0.5253, -2.3461)  -0.6826
S (4.4992, -0.5001, -3.6362)  2.4476
O (5.3716, -1.6784, -3.6574)  -0.8670
O (5.1933, 0.7892, -3.6955)  -0.8608
O (3.2514, -0.5735, -4.7095)  -0.6410
H (1.3987, -1.0280, -4.8054)  0.2348
H (2.3942, -2.3662, -4.0987)  0.1860
H (1.6756, -1.4552, -2.0496)  0.1928
H (1.4812, 0.0957, -2.6799)  0.2023
O (-1.7201, 0.5151, 3.8763)  -0.8614
S (-3.0219, 0.0530, 3.3621)  2.2958
O (-3.7294, -1.1041, 3.9311)  -0.9185
O (-4.1745, 1.2555, 3.3743)  -0.7347
C (-5.5551, 0.8904, 2.9935)  -0.0618
C (-6.2681, 1.9485, 2.1224)  -0.6380
C (-2.9625, -0.1206, 1.5335)  -0.8564
H (-6.0900, 0.5931, 3.8955)  0.2033
H (-5.4909, -0.0251, 2.4053)  0.1726
H (-7.3295, 1.7493, 1.9748)  0.2301
H (-5.8777, 1.8894, 1.1064)  0.2077
H (-6.1954, 2.8780, 2.6871)  0.2298
H (-2.1498, -0.8470, 1.5384)  0.2424
H (-2.6126, 0.8637, 1.2220)  0.2391
H (-3.9020, -0.4775, 1.1117)  0.2488
O (6.7922, 0.5788, 3.9773)  -0.8970
S (5.6236, 0.0769, 3.2795)  2.2856
O (4.3444, 0.6484, 3.6802)  -0.9203
O (5.8194, 0.1874, 1.6249)  -0.6801
C (4.6598, 0.0649, 0.8521)  -0.0905
C (4.0869, 1.3644, 0.4400)  -0.6369
C (5.6139, -1.8352, 3.5257)  -0.8275
H (3.9591, -0.7250, 1.1226)  0.1860
H (5.0782, -0.4038, -0.0386)  0.1970
H (3.6241, 1.8390, 1.3052)  0.2296
H (3.2008, 1.0767, -0.1258)  0.1984
H (4.7498, 1.9333, -0.2120)  0.2357
H (6.3795, -2.3474, 2.9429)  0.2427
H (4.6773, -2.2293, 3.1313)  0.2266
H (5.6937, -2.1095, 4.5776)  0.2498
O (-2.8593, -2.6160, -3.7686)  -0.8694
S (-2.2392, -1.4561, -3.0994)  2.2840
O (-1.0382, -0.7721, -3.6445)  -0.9247
O (-3.4468, -0.3774, -2.6948)  -0.6839
C (-3.0667, 0.8837, -2.2154)  -0.0761
C (-4.2628, 1.5261, -1.6145)  -0.6324
C (-1.7308, -2.0246, -1.4038)  -0.8851
H (-2.5938, 1.3868, -3.0588)  0.2024
H (-2.2377, 0.7987, -1.5128)  0.1674
H (-3.8328, 2.2808, -0.9560)  0.2215
H (-4.8900, 0.8825, -0.9976)  0.2191
H (-4.8276, 1.9285, -2.4554)  0.2300
H (-1.2265, -1.2136, -0.8784)  0.2365
H (-0.9973, -2.8278, -1.3333)  0.2594
H (-2.5419, -2.4772, -0.8334)  0.2501

---

Molecular formula: C6H16
Method: DFT, ωB97M-V/def2-TZVPD

The charge is 0. The SMILES is CCC.CCC. Its relative energy (zero: lowest compared OMol25 entry of this formula, charge and spin) is 53.59 kJ/mol. For the maximum force, the calculation gives 1.72 eV/Å. The value obtained for the HOMO energy is -11.15 eV. The HOMO-LUMO gap comes out at 12.21 eV. Its total energy is -6481.102 eV.

Each line ends with the natural charge from an NBO analysis.
Element x y z (Å)
C (1.2169, -1.4465, 0.0559)  -0.3976
C (1.0258, -2.7457, -0.7807)  -0.6035
C (2.5868, -1.3816, 0.7000)  -0.6215
H (1.0996, -0.5791, -0.6039)  0.1975
H (0.3804, -1.4431, 0.7434)  0.1970
H (1.1934, -3.6106, -0.1513)  0.1999
H (2.8304, -2.2908, 1.2391)  0.2024
H (3.4090, -1.3113, -0.0436)  0.2027
H (1.5622, -2.8230, -1.7246)  0.2050
H (-0.0243, -2.7632, -1.0831)  0.2035
H (2.9051, -0.4918, 1.2421)  0.2151
C (-1.1831, 1.5497, 0.0791)  -0.3979
C (-1.9000, 2.1903, 1.2692)  -0.6014
C (-1.7503, 1.8161, -1.2991)  -0.6106
H (-0.2005, 2.0183, 0.1412)  0.1911
H (-1.0314, 0.4915, 0.2455)  0.1966
H (-2.9595, 1.8587, 1.3369)  0.1945
H (-1.8141, 2.8961, -1.5024)  0.2001
H (-1.1654, 1.3609, -2.0901)  0.2131
H (-2.8189, 1.5992, -1.3572)  0.2024
H (-1.3994, 1.9734, 2.2097)  0.2112
H (-2.0095, 3.2609, 1.1206)  0.2004

---

Molecular formula: C2H2Br3Cl3
Method: DFT, ωB97M-V/def2-TZVPD

The charge is 0. The SMILES is BrC(Br)Br.ClC(Cl)Cl. Its relative energy (zero: lowest compared OMol25 entry of this formula, charge and spin) is 44.18 kJ/mol. For the maximum force, the calculation gives 2.00 eV/Å. The value obtained for the HOMO energy is -10.53 eV. The HOMO-LUMO gap comes out at 9.75 eV. Its total energy is -249800.253 eV.

Each line ends with the natural charge from an NBO analysis.
Element x y z (Å)
C (0.6236, -30.6372, -13.6811)  -0.4340
Br (1.7324, -29.5033, -14.9135)  0.0765
Br (1.5461, -32.4609, -13.4703)  0.0494
Br (-1.3066, -30.6365, -14.0982)  0.0983
H (0.6549, -30.2011, -12.6827)  0.2111
C (2.6602, -26.8412, -10.4805)  -0.2663
Cl (1.8924, -26.7937, -8.8357)  -0.0037
Cl (3.2093, -25.2079, -10.9278)  0.0233
Cl (1.6929, -27.6473, -11.7223)  0.0191
H (3.5493, -27.4606, -10.3631)  0.2263

---

Molecular formula: C2H4Cl5Hg
Method: DFT, ωB97M-V/def2-TZVPD

The charge is +1. Its relative energy (zero: lowest compared OMol25 entry of this formula, charge and spin) is 251.19 kJ/mol. For the maximum force, the calculation gives 1.23 eV/Å. The value obtained for the HOMO energy is -12.76 eV. The HOMO-LUMO gap comes out at 1.31 eV. Its total energy is -68912.472 eV.

Each line ends with the natural charge from an NBO analysis.
Element x y z (Å)
Hg (3.1311, 4.5864, 2.4513)  0.9058
Cl (0.8724, 1.7982, 0.9534)  0.0955
C (-2.6169, 2.5594, -3.2003)  -0.4058
Cl (-2.9715, 3.5776, -4.6121)  -0.0231
Cl (-3.7654, 1.2343, -3.1165)  -0.0076
H (-1.5858, 2.2058, -3.1960)  0.2177
H (-2.8644, 3.2361, -2.3825)  0.2183
C (1.8132, -3.7768, 2.6406)  -0.4053
Cl (2.3067, -4.8827, 1.3690)  -0.0075
Cl (3.2330, -3.3636, 3.6026)  -0.0258
H (1.3447, -2.9033, 2.1872)  0.2104
H (1.1028, -4.2712, 3.3031)  0.2274

---

Molecular formula: C3H7N2OS
Method: DFT, ωB97M-V/def2-TZVPD

The charge is +1. Its relative energy (zero: lowest compared OMol25 entry of this formula, charge and spin) is 374.68 kJ/mol. For the maximum force, the calculation gives 1.98 eV/Å. The value obtained for the HOMO energy is -12.14 eV. The HOMO-LUMO gap comes out at 7.62 eV. Its total energy is -19077.414 eV.

Each line ends with the natural charge from an NBO analysis.
Element x y z (Å)
C (1.5549, -1.1771, 0.3298)  0.3050
C (-2.4348, 0.4194, 0.0275)  0.1260
C (-2.0034, 1.7714, 0.0389)  -0.7739
N (2.8730, -1.1057, 0.1495)  -0.7574
N (0.6814, -0.6248, -0.4555)  -0.1665
O (-0.6082, -0.7784, -0.3306)  -0.6204
S (-3.3199, -0.8089, 0.0846)  0.5697
H (1.1726, -1.7388, 1.1733)  0.2280
H (-1.7927, 2.0829, 1.0666)  0.2998
H (-1.0954, 1.9151, -0.5489)  0.2862
H (-2.7941, 2.4141, -0.3635)  0.2950
H (3.4904, -1.6031, 0.7667)  0.4296
H (3.2739, -0.6556, -0.6570)  0.4125
H (1.0023, -0.1105, -1.2813)  0.3665

---

Molecular formula: C4H8O
Method: DFT, ωB97M-V/def2-TZVPD

The charge is 0. The SMILES is C[C@@H]1O[C@@H]1C. Its relative energy (zero: lowest compared OMol25 entry of this formula, charge and spin) is 114.01 kJ/mol. For the maximum force, the calculation gives 0.55 eV/Å. The value obtained for the HOMO energy is -9.90 eV. The HOMO-LUMO gap comes out at 11.05 eV. Its total energy is -6323.986 eV.

Each line ends with the natural charge from an NBO analysis.
Element x y z (Å)
C (-0.4521, -1.6217, -0.5664)  -0.6378
C (-0.2072, 0.8970, 0.3176)  0.0633
C (1.2559, 1.2538, 0.2128)  -0.6366
C (-0.9514, -0.3393, 0.0271)  0.0661
O (-0.5470, -0.0229, 1.3531)  -0.5013
H (0.6193, -1.6322, -0.7759)  0.2137
H (-0.7165, -2.4101, 0.1489)  0.2246
H (-0.9879, -1.7995, -1.5038)  0.2140
H (-0.8610, 1.7700, 0.2868)  0.1683
H (1.4882, 1.8675, 1.0901)  0.2226
H (1.4687, 1.8575, -0.6741)  0.2156
H (1.9237, 0.3897, 0.2474)  0.2175
H (-2.0326, -0.2099, -0.1636)  0.1699

---

Molecular formula: C7H10
Method: DFT, ωB97M-V/def2-TZVPD

The charge is 0. Its relative energy (zero: lowest compared OMol25 entry of this formula, charge and spin) is 746.99 kJ/mol. For the maximum force, the calculation gives 0.37 eV/Å. The value obtained for the HOMO energy (spin up / spin down) is -7.76 / -7.80 eV. The HOMO-LUMO gap (spin up / spin down) comes out at 7.64 / 7.89 eV. Its total energy is -7413.293 eV.

Each line ends with the natural charge from an NBO analysis.
Element x y z (Å)
C (1.4618, -0.6110, -0.1292)  -0.4014
C (0.7492, 0.7050, 0.2948)  -0.1967
C (-0.1341, 0.9444, -0.8244)  -0.0784
C (-1.0162, -0.2641, -0.7030)  -0.3047
C (-1.6407, 0.0429, 0.6934)  -0.3860
C (-0.2210, -0.2023, 1.1916)  -0.2483
C (0.0471, -1.2019, 0.0403)  -0.2095
H (1.9587, -0.6116, -1.1045)  0.2102
H (2.1267, -1.0035, 0.6497)  0.2082
H (1.6216, 1.6999, -0.2641)  0.1197
H (1.5741, 1.6939, -1.2124)  -0.0274
H (-0.3393, 1.8607, -1.3572)  0.2320
H (-1.6273, -0.5835, -1.5483)  0.2253
H (-2.0926, 1.0312, 0.8418)  0.2061
H (-2.3371, -0.7438, 0.9988)  0.2174
H (0.0594, -0.4018, 2.2273)  0.2198
H (-0.1457, -2.2757, 0.1360)  0.2139